Model 1:
Molecular formula: C4H3N3
Method: DFT, the ωB97M-V functional and the def2-TZVPD basis

Geometry as ORCA input:
```
! RIJCOSX wB97M-V def2-TZVPD def2/J DEFGRID3
* xyz 0 1
N -0.96 -1.47 -2.28
C -0.42 -0.68 -1.50
C -0.19 0.24 -0.41
C -0.83 -0.04 0.94
N 0.01 0.34 1.84
N 1.23 0.75 1.33
C 1.20 0.59 -0.02
H -0.57 1.28 -0.72
H -1.84 -0.10 1.25
H 1.92 0.86 -0.78
*
```

For the HOMO energy, the calculation gives -10.6 eV. As for the LUMO energy: -0.5 eV. For the gap between HOMO and LUMO, the calculation gives 0.371 Eh.

***

Model 2:
Molecular formula: C4H3N3
Method: DFT, the ωB97M-V functional and the def2-TZVPD basis

Geometry as ORCA input:
```
! RIJCOSX wB97M-V def2-TZVPD def2/J DEFGRID3
* xyz 0 1
C 0.39 0.25 -0.16
C 0.11 1.40 0.62
C -0.59 -0.81 -0.04
C -1.55 -0.54 0.79
N 1.52 0.46 -0.82
N 1.06 2.27 0.44
N 1.88 1.67 -0.42
H -0.46 -1.73 -0.60
H -2.45 -0.73 1.31
H 2.72 2.11 -0.76
*
```

For the HOMO energy (alpha / beta), the calculation gives -9.2 / -9.2 eV. As for the LUMO energy (alpha / beta): -1.0 / -0.1 eV. For the gap between HOMO and LUMO (alpha / beta), the calculation gives 0.301 / 0.334 Eh.

***

Model 3:
Molecular formula: C4H3N3
Method: DFT, the ωB97M-V functional and the def2-TZVPD basis

Geometry as ORCA input:
```
! RIJCOSX wB97M-V def2-TZVPD def2/J DEFGRID3
* xyz 0 1
N 2.86 -0.26 -1.00
C 2.04 -0.41 -0.19
C 0.76 -0.41 0.45
N -0.10 -1.38 0.25
C -1.29 -0.76 0.02
C -1.14 0.61 0.06
N 0.15 0.82 0.41
H -2.17 -1.33 -0.25
H -1.73 1.43 -0.29
H 0.62 1.70 0.53
*
```

For the HOMO energy, the calculation gives -9.4 eV. As for the LUMO energy: 0.6 eV. For the gap between HOMO and LUMO, the calculation gives 0.366 Eh.

***

Model 4:
Molecular formula: C4H3N3
Method: DFT, the ωB97M-V functional and the def2-TZVPD basis

Geometry as ORCA input:
```
! RIJCOSX wB97M-V def2-TZVPD def2/J DEFGRID3
* xyz 0 1
N -3.01 0.01 1.72
C -1.97 0.00 1.20
C -0.65 -0.06 0.60
N -0.57 0.62 -0.62
C 0.58 0.40 -1.12
C 1.72 -0.16 -1.40
N 0.32 -0.68 1.14
H 0.86 0.70 -2.26
H 2.69 0.30 -1.25
H 0.03 -1.13 2.00
*
```

For the HOMO energy, the calculation gives -9.9 eV. As for the LUMO energy: -0.2 eV. For the gap between HOMO and LUMO, the calculation gives 0.356 Eh.

***

Most stable: model 3

***

Model 1:
Molecular formula: C4H3N3
Method: DFT, the ωB97M-V functional and the def2-TZVPD basis

Geometry as ORCA input:
```
! RIJCOSX wB97M-V def2-TZVPD def2/J DEFGRID3
* xyz 0 1
C 1.41 -0.88 0.10
C 0.07 -1.36 0.22
C 1.02 2.13 0.32
C -1.04 0.63 -0.15
N 2.52 -0.70 -0.06
N -0.99 -0.75 0.00
N 0.13 1.41 0.16
H 0.05 -2.53 0.16
H -1.20 0.91 -1.20
H -1.98 1.13 0.44
*
```

For the HOMO energy, the calculation gives -11.3 eV. As for the LUMO energy: -0.4 eV. For the gap between HOMO and LUMO, the calculation gives 0.398 Eh.

***

Model 2:
Molecular formula: C4H3N3
Method: DFT, the ωB97M-V functional and the def2-TZVPD basis

Geometry as ORCA input:
```
! RIJCOSX wB97M-V def2-TZVPD def2/J DEFGRID3
* xyz 0 1
C 2.54 0.12 -0.26
C 1.36 0.00 -0.09
C -0.06 -0.01 0.03
C -0.99 0.93 -0.34
N -2.23 0.43 -0.13
N -2.13 -0.75 0.39
N -0.82 -1.04 0.49
H 3.60 0.22 -0.40
H -0.81 1.94 -0.70
H -0.47 -1.84 1.00
*
```

For the HOMO energy, the calculation gives -9.5 eV. As for the LUMO energy: 0.8 eV. For the gap between HOMO and LUMO, the calculation gives 0.379 Eh.

***

Model 3:
Molecular formula: C4H3N3
Method: DFT, the ωB97M-V functional and the def2-TZVPD basis

Geometry as ORCA input:
```
! RIJCOSX wB97M-V def2-TZVPD def2/J DEFGRID3
* xyz 0 1
N 3.27 -0.54 0.20
C 2.12 -0.50 0.08
C 0.69 -0.44 -0.06
N -0.04 -1.46 -0.53
C -1.36 -1.07 -0.56
C -1.37 0.36 -0.04
N 0.02 0.66 0.26
H -2.00 0.43 0.86
H -1.77 1.04 -0.80
H 0.44 1.52 0.58
*
```

For the HOMO energy, the calculation gives -8.5 eV. As for the LUMO energy: -1.1 eV. For the gap between HOMO and LUMO, the calculation gives 0.274 Eh.

***

Most stable: model 2

***

Model 1:
Molecular formula: C4H3N3
Method: DFT, the ωB97M-V functional and the def2-TZVPD basis

Geometry as ORCA input:
```
! RIJCOSX wB97M-V def2-TZVPD def2/J DEFGRID3
* xyz 0 1
C -1.30 1.94 -1.07
C -0.72 1.04 -0.52
C -0.02 -0.05 0.08
C -0.42 -1.16 0.78
N 0.67 -1.91 1.07
N 1.72 -1.33 0.58
N 1.32 -0.21 -0.01
H -1.83 2.72 -1.58
H -1.41 -1.44 1.10
H 2.00 0.41 -0.43
*
```

For the HOMO energy, the calculation gives -9.5 eV. As for the LUMO energy: 0.8 eV. For the gap between HOMO and LUMO, the calculation gives 0.381 Eh.

***

Model 2:
Molecular formula: C4H3N3
Method: DFT, the ωB97M-V functional and the def2-TZVPD basis

Geometry as ORCA input:
```
! RIJCOSX wB97M-V def2-TZVPD def2/J DEFGRID3
* xyz 0 1
N 2.76 1.06 -0.43
C 1.63 0.64 -0.44
C 0.19 0.19 -0.08
N -0.44 0.34 1.10
C -1.62 -0.23 1.07
C -1.62 -0.98 -0.15
N -0.45 -0.59 -0.91
H -2.21 -0.63 1.94
H -2.12 -1.87 -0.84
H -0.19 -0.97 -1.76
*
```

For the HOMO energy, the calculation gives -9.3 eV. As for the LUMO energy: 0.5 eV. For the gap between HOMO and LUMO, the calculation gives 0.360 Eh.

***

Most stable: model 2

***

Model 1:
Molecular formula: C24H68N4O8
Method: DFT, the ωB97M-V functional and the def2-TZVPD basis

Geometry as ORCA input:
```
! RIJCOSX wB97M-V def2-TZVPD def2/J DEFGRID3
* xyz 0 1
C -9.01 -3.13 6.62
O -7.57 -3.35 6.82
C -6.95 -4.40 5.96
C -7.53 -5.78 6.18
C -7.43 -6.30 7.54
N -6.90 -6.73 5.22
H -9.58 -4.05 6.70
H -9.00 -2.73 5.61
H -9.31 -2.36 7.33
H -7.16 -4.04 4.95
H -5.87 -4.41 6.10
H -8.59 -5.72 5.94
H -8.05 -5.70 8.21
H -6.41 -6.31 7.94
H -7.82 -7.32 7.59
H -7.46 -6.66 4.38
H -7.10 -7.70 5.42
C 3.82 -3.91 -2.41
O 4.10 -3.62 -3.77
C 5.32 -4.30 -4.11
C 5.63 -4.19 -5.59
C 6.00 -2.80 -6.11
N 4.53 -4.63 -6.34
H 4.61 -3.67 -1.70
H 3.33 -4.87 -2.26
H 3.09 -3.19 -2.04
H 6.08 -3.75 -3.56
H 5.35 -5.33 -3.75
H 6.40 -4.91 -5.83
H 6.18 -2.80 -7.19
H 6.91 -2.40 -5.68
H 5.17 -2.11 -5.93
H 3.67 -4.42 -5.85
H 4.59 -5.63 -6.35
C 6.81 6.43 -0.39
O 7.10 5.34 0.43
C 6.01 4.56 0.85
C 6.50 3.29 1.64
C 7.12 2.24 0.62
N 5.31 2.71 2.30
H 6.09 7.12 0.05
H 6.43 6.15 -1.37
H 7.67 7.05 -0.66
H 5.39 5.20 1.47
H 5.43 4.29 -0.03
H 7.20 3.55 2.44
H 7.57 1.45 1.22
H 7.89 2.71 0.00
H 6.35 1.83 -0.03
H 4.57 2.86 1.62
H 5.00 3.27 3.09
C 3.62 3.86 -7.21
O 2.44 3.11 -7.45
C 1.82 2.58 -6.21
C 0.81 1.44 -6.64
C -0.49 1.97 -7.16
N 0.44 0.74 -5.35
H 4.27 3.23 -6.61
H 3.40 4.72 -6.57
H 4.07 3.94 -8.20
H 2.55 2.03 -5.63
H 1.33 3.39 -5.66
H 1.32 0.84 -7.39
H -0.90 2.74 -6.51
H -1.26 1.26 -7.46
H -0.33 2.53 -8.08
H 1.23 0.16 -5.12
H -0.36 0.17 -5.56
C -7.65 -0.08 -2.63
C -7.79 -1.10 -3.82
O -7.19 -2.29 -3.42
H -8.05 0.92 -2.77
H -6.57 0.03 -2.59
H -8.05 -0.55 -1.73
H -7.30 -0.73 -4.72
H -8.78 -1.36 -4.21
H -7.73 -2.54 -2.67
C -0.25 -4.65 8.44
C -0.01 -5.97 9.07
O 0.21 -5.77 10.45
H -1.25 -4.28 8.68
H -0.14 -4.82 7.37
H 0.57 -3.96 8.59
H 0.86 -6.43 8.59
H -0.81 -6.70 8.90
H 1.12 -5.62 10.68
C -0.04 10.21 -0.99
C -0.85 9.66 0.12
O -0.36 10.33 1.24
H -0.02 9.51 -1.82
H 1.02 10.33 -0.78
H -0.38 11.13 -1.47
H -0.73 8.60 0.34
H -1.91 9.83 -0.05
H -1.09 10.52 1.83
C -1.55 0.47 2.75
C -1.46 1.78 1.95
O -0.37 1.61 1.08
H -2.34 0.50 3.49
H -0.62 0.34 3.31
H -1.71 -0.46 2.20
H -1.24 2.65 2.57
H -2.32 2.04 1.33
H -0.64 1.31 0.21
*
```

For the HOMO energy, the calculation gives -9.2 eV. As for the LUMO energy: 0.5 eV. For the gap between HOMO and LUMO, the calculation gives 0.357 Eh.

***

Model 2:
Molecular formula: C24H68N4O8
Method: DFT, the ωB97M-V functional and the def2-TZVPD basis

Geometry as ORCA input:
```
! RIJCOSX wB97M-V def2-TZVPD def2/J DEFGRID3
* xyz 0 1
C 5.80 0.05 2.45
O 4.61 -0.71 2.41
C 3.81 -0.32 1.28
C 2.50 -1.11 1.23
C 2.73 -2.60 0.98
N 1.60 -0.58 0.21
H 6.47 -0.45 3.15
H 5.56 1.06 2.76
H 6.36 0.16 1.52
H 3.55 0.73 1.46
H 4.44 -0.42 0.40
H 1.98 -1.02 2.19
H 3.33 -2.81 0.09
H 1.78 -3.13 0.85
H 3.17 -3.17 1.80
H 1.05 -1.36 -0.12
H 2.26 -0.45 -0.55
C -5.27 3.91 5.82
O -4.13 3.78 5.01
C -4.17 2.92 3.86
C -2.76 2.69 3.30
C -1.95 3.97 2.88
N -2.80 1.79 2.17
H -5.54 3.02 6.38
H -6.11 4.17 5.17
H -5.07 4.75 6.48
H -4.58 1.94 4.10
H -4.83 3.34 3.11
H -2.19 2.16 4.07
H -0.99 3.65 2.46
H -1.97 4.73 3.66
H -2.42 4.43 2.00
H -3.32 2.29 1.46
H -1.92 1.75 1.68
C 0.56 1.84 6.17
O 1.41 1.17 5.27
C 0.75 0.92 4.03
C -0.21 -0.28 4.09
C 0.32 -1.56 4.63
N -0.84 -0.66 2.81
H 0.03 1.03 6.66
H -0.11 2.56 5.70
H 1.11 2.32 6.97
H 0.19 1.77 3.64
H 1.52 0.79 3.27
H -1.03 -0.05 4.77
H 1.26 -1.83 4.15
H -0.37 -2.39 4.46
H 0.38 -1.39 5.70
H -1.54 0.04 2.59
H -0.18 -0.52 2.06
C 1.00 -5.84 -3.87
O 1.64 -4.75 -3.22
C 0.88 -4.24 -2.13
C -0.05 -3.11 -2.44
C 0.63 -1.86 -3.10
N -0.71 -2.53 -1.24
H 0.91 -6.69 -3.19
H 1.47 -6.20 -4.79
H 0.02 -5.58 -4.26
H 0.45 -5.03 -1.52
H 1.68 -3.80 -1.53
H -0.89 -3.44 -3.06
H 1.41 -1.53 -2.42
H -0.11 -1.09 -3.31
H 1.02 -2.17 -4.08
H -1.59 -2.19 -1.58
H -0.98 -3.32 -0.67
C -1.19 1.27 -1.56
C -0.36 2.22 -0.65
O -0.22 1.58 0.67
H -0.97 1.44 -2.61
H -2.23 1.37 -1.25
H -0.97 0.21 -1.42
H -0.77 3.22 -0.56
H 0.60 2.31 -1.17
H 0.37 0.83 0.60
C -4.68 -0.60 -4.46
C -4.37 -0.56 -2.93
O -3.81 -1.76 -2.48
H -3.73 -0.67 -4.98
H -5.04 0.35 -4.85
H -5.34 -1.40 -4.79
H -5.27 -0.36 -2.35
H -3.72 0.26 -2.65
H -4.47 -2.45 -2.54
C -1.06 1.25 -5.65
C 0.44 1.03 -5.73
O 1.11 2.22 -6.10
H -1.18 1.83 -4.74
H -1.45 0.25 -5.49
H -1.56 1.59 -6.56
H 0.58 0.26 -6.49
H 0.85 0.64 -4.80
H 2.05 2.06 -6.19
C 3.51 0.85 -3.22
C 4.48 0.11 -2.36
O 3.82 -1.00 -1.76
H 2.62 1.16 -2.67
H 3.15 0.19 -4.01
H 3.97 1.79 -3.52
H 4.71 0.89 -1.63
H 5.29 -0.14 -3.05
H 3.81 -1.76 -2.33
*
```

For the HOMO energy, the calculation gives -8.5 eV. As for the LUMO energy: 0.5 eV. For the gap between HOMO and LUMO, the calculation gives 0.329 Eh.

***

Most stable: model 2

***

Model 1:
Molecular formula: H12LiO6
Method: DFT, the ωB97M-V functional and the def2-TZVPD basis

Geometry as ORCA input:
```
! RIJCOSX wB97M-V def2-TZVPD def2/J DEFGRID3
* xyz 1 1
Li 0.55 -0.17 -0.17
O -1.26 1.30 -0.58
H -1.97 0.70 -0.84
H -0.95 1.78 -1.36
O -1.96 0.23 1.93
H -2.52 -0.24 2.51
H -1.11 -0.29 1.88
O 0.97 -0.20 -2.25
H 1.48 -0.93 -2.58
H 1.52 0.57 -2.32
O -1.01 -1.68 -0.35
H -1.50 -2.19 0.31
H -1.58 -1.76 -1.09
O 0.57 -0.54 1.69
H 1.17 -0.10 2.34
H 0.85 -1.47 1.72
O 2.09 1.34 -0.09
H 1.75 2.19 -0.15
H 2.91 1.46 -0.59
*
```

For the HOMO energy, the calculation gives -14.0 eV. As for the LUMO energy: -3.5 eV. For the gap between HOMO and LUMO, the calculation gives 0.385 Eh.

***

Model 2:
Molecular formula: H12LiO6
Method: DFT, the ωB97M-V functional and the def2-TZVPD basis

Geometry as ORCA input:
```
! RIJCOSX wB97M-V def2-TZVPD def2/J DEFGRID3
* xyz 1 1
Li 0.11 -0.20 0.31
O 0.57 -1.97 -0.58
H 1.30 -2.56 -0.46
H 0.93 -1.70 -1.42
O 1.03 1.22 -1.31
H 1.62 1.44 -2.03
H 0.98 1.95 -0.74
O -1.70 0.11 -2.91
H -0.98 0.56 -2.35
H -1.90 -0.60 -2.44
O -1.63 0.66 0.26
H -1.62 1.54 0.26
H -2.18 0.20 0.95
O 1.36 0.87 1.56
H 1.70 1.73 1.11
H 0.97 1.02 2.52
O -0.41 -1.43 2.19
H -0.46 -0.67 2.74
H 0.31 -2.15 2.35
*
```

For the HOMO energy, the calculation gives -14.2 eV. As for the LUMO energy: -4.0 eV. For the gap between HOMO and LUMO, the calculation gives 0.377 Eh.

***

Most stable: model 1

***

Model 1:
Molecular formula: C2H15NO4
Method: DFT, the ωB97M-V functional and the def2-TZVPD basis

Geometry as ORCA input:
```
! RIJCOSX wB97M-V def2-TZVPD def2/J DEFGRID3
* xyz 0 1
C 0.66 1.51 1.83
C 0.97 0.13 1.29
N -0.03 -0.33 0.31
H 1.52 1.90 2.37
H -0.19 1.50 2.51
H 0.43 2.14 0.98
H 0.97 -0.62 2.09
H 1.99 0.05 0.90
H 0.30 -1.13 -0.22
H -0.14 0.35 -0.45
O 5.77 -2.63 -2.43
H 5.77 -3.30 -1.74
H 5.02 -2.95 -2.94
O -3.76 0.51 -1.22
H -3.36 -0.10 -0.57
H -4.70 0.35 -1.14
O -1.02 1.84 -1.67
H -1.91 1.75 -1.30
H -0.70 2.69 -1.35
O -2.61 -1.42 0.58
H -3.19 -1.27 1.34
H -1.79 -0.94 0.82
*
```

For the HOMO energy, the calculation gives -9.7 eV. As for the LUMO energy: 0.7 eV. For the gap between HOMO and LUMO, the calculation gives 0.384 Eh.

***

Model 2:
Molecular formula: C2H15NO4
Method: DFT, the ωB97M-V functional and the def2-TZVPD basis

Geometry as ORCA input:
```
! RIJCOSX wB97M-V def2-TZVPD def2/J DEFGRID3
* xyz 0 1
C 2.66 1.47 -0.11
C 2.36 0.43 -1.18
N 0.97 0.17 -1.46
H 2.17 2.44 -0.19
H 3.73 1.73 -0.23
H 2.67 1.12 0.93
H 2.82 -0.49 -0.80
H 2.95 0.56 -2.11
H 0.78 -0.64 -2.02
H 0.41 0.96 -1.77
O -1.59 -2.36 2.64
H -1.25 -1.72 3.27
H -1.50 -2.00 1.76
O -3.55 0.75 0.99
H -2.75 0.96 1.49
H -4.04 1.52 0.76
O -2.30 -1.09 -1.67
H -2.83 -0.85 -0.90
H -2.36 -1.99 -1.94
O -0.14 -0.24 1.03
H 0.57 -0.81 1.36
H 0.22 0.09 0.16
*
```

For the HOMO energy, the calculation gives -9.5 eV. As for the LUMO energy: 0.7 eV. For the gap between HOMO and LUMO, the calculation gives 0.376 Eh.

***

Most stable: model 1

***

Model 1:
Molecular formula: C2H15NO4
Method: DFT, the ωB97M-V functional and the def2-TZVPD basis

Geometry as ORCA input:
```
! RIJCOSX wB97M-V def2-TZVPD def2/J DEFGRID3
* xyz 0 1
C 2.27 -3.09 -2.41
C 1.30 -2.10 -1.77
N 1.53 -2.07 -0.34
H 3.37 -2.64 -2.66
H 1.78 -3.50 -3.35
H 2.18 -4.12 -2.07
H 0.27 -2.42 -2.05
H 1.32 -1.05 -2.25
H 1.28 -2.97 -0.09
H 0.93 -1.25 0.12
O 3.75 -0.49 0.71
H 4.68 -0.64 0.63
H 3.21 -1.22 0.14
O -4.94 1.25 0.91
H -5.65 1.70 0.45
H -4.43 1.97 1.18
O -4.30 4.87 1.69
H -5.17 4.44 1.57
H -4.16 5.11 0.68
O 1.09 0.75 0.83
H 1.99 0.56 0.32
H 1.39 0.64 1.76
*
```

For the HOMO energy, the calculation gives -9.7 eV. As for the LUMO energy: 0.4 eV. For the gap between HOMO and LUMO, the calculation gives 0.372 Eh.

***

Model 2:
Molecular formula: C2H15NO4
Method: DFT, the ωB97M-V functional and the def2-TZVPD basis

Geometry as ORCA input:
```
! RIJCOSX wB97M-V def2-TZVPD def2/J DEFGRID3
* xyz 0 1
C 1.89 2.19 -0.35
N 0.47 1.74 -0.78
C -0.16 2.47 -1.89
H 2.13 3.27 -0.12
H 2.69 2.31 -1.30
H 2.19 1.58 0.45
H 0.82 0.98 -1.31
H -1.20 2.82 -1.49
H 0.43 3.35 -2.46
H -0.03 1.77 -2.73
O -4.81 -2.05 5.38
H -5.33 -1.50 4.87
H -5.06 -2.88 4.89
O 1.38 -6.84 -0.17
H 2.20 -7.13 0.00
H 1.38 -5.77 -0.08
O -0.97 5.24 -0.87
H -1.92 5.24 -0.69
H -0.80 4.36 -1.28
O 1.73 -4.08 0.11
H 1.83 -3.56 -0.78
H 1.16 -3.50 0.62
*
```

For the HOMO energy, the calculation gives -9.9 eV. As for the LUMO energy: 0.1 eV. For the gap between HOMO and LUMO, the calculation gives 0.367 Eh.

***

Most stable: model 1